(1)
{
  "formula": "C23H17Cl2N2O4OsS2",
  "method": "ωB97M-V/def2-TZVPD",
  "multiplicity": 5,
  "charge": 1,
  "homo_energy_ev": [-10.992, -11.649],
  "lumo_ev": [-3.8, -4.6],
  "gap_ev": [7.24, 7.02],
  "species": ["Os", "O", "C", "O", "C", "C", "C", "C", "C", "C", "S", "H", "H", "H", "H", "O", "S", "O", "N", "C", "C", "C", "C", "C", "C", "C", "C", "N", "C", "C", "C", "C", "C", "C", "C", "H", "H", "H", "H", "H", "H", "H", "H", "H", "H", "H", "Cl", "C", "Cl", "H", "H"],
  "xyz": [[-0.158, -0.447, -0.674], [3.945, -2.064, -0.159], [3.037, -1.340, 0.067], [1.876, -1.404, -0.759], [2.975, -0.343, 1.159], [4.176, 0.330, 1.386], [4.269, 1.316, 2.356], [3.165, 1.618, 3.135], [1.980, 0.914, 2.962], [1.879, -0.064, 1.983], [0.283, -0.859, 1.913], [5.033, 0.078, 0.776], [5.206, 1.834, 2.505], [3.226, 2.378, 3.902], [1.133, 1.109, 3.605], [-3.688, -0.379, -2.543], [-3.353, -0.664, -1.183], [-4.319, -0.469, -0.143], [-1.975, 0.238, -0.764], [-2.184, 1.632, -0.630], [-3.381, 2.307, -0.687], [-3.419, 3.710, -0.541], [-2.287, 4.445, -0.344], [-1.037, 3.784, -0.289], [0.192, 4.450, -0.106], [1.363, 3.742, -0.072], [1.314, 2.351, -0.218], [0.180, 1.696, -0.392], [-0.999, 2.385, -0.433], [-2.812, -2.366, -1.050], [-3.013, -2.925, 0.323], [-1.859, -3.098, 0.876], [-1.052, -5.168, -2.277], [-1.998, -4.306, -2.441], [-2.472, -2.958, -2.189], [-4.311, 1.782, -0.838], [-4.381, 4.202, -0.590], [-2.326, 5.520, -0.235], [0.196, 5.528, 0.003], [2.317, 4.230, 0.062], [2.219, 1.757, -0.193], [-4.019, -3.003, 0.718], [0.562, -2.180, 1.909], [-0.427, -1.445, -1.900], [-2.474, -4.865, -3.282], [-2.564, -2.345, -3.081], [0.759, -3.727, -0.536], [1.699, -2.638, -1.391], [3.085, -5.896, 1.765], [2.263, -5.518, 0.860], [2.178, -2.863, -2.327]],
  "lowdin_charge": [1.238, 0.208, -0.394, -0.294, -0.165, 0.005, -0.034, -0.035, -0.094, -0.516, 0.832, 0.135, 0.121, 0.121, 0.112, -0.258, 0.631, -0.268, -0.314, -0.245, 0.010, -0.032, -0.014, -0.140, 0.031, -0.019, -0.100, -0.045, -0.160, -0.364, -0.188, 0.174, 0.160, -0.252, -0.108, 0.107, 0.121, 0.123, 0.132, 0.117, 0.109, 0.132, -0.091, -0.028, 0.133, 0.124, 0.769, -0.561, 0.295, -0.324, 0.108]
}

=====

(2)
{
  "formula": "C23H17CoN4O4",
  "method": "ωB97M-V/def2-TZVPD",
  "multiplicity": 1,
  "charge": 0,
  "homo_energy_ev": [-7.986, -7.901],
  "lumo_ev": [-0.7, -0.5],
  "gap_ev": [7.30, 7.36],
  "species": ["Co", "O", "C", "C", "C", "C", "C", "C", "C", "O", "N", "N", "C", "C", "C", "C", "C", "C", "C", "O", "H", "H", "H", "H", "H", "H", "H", "H", "H", "H", "O", "C", "C", "C", "C", "C", "C", "C", "N", "C", "C", "N", "H", "H", "H", "H", "H", "H", "H"],
  "xyz": [[-0.225, 0.177, -0.149], [-1.356, 0.078, 4.085], [-0.126, -0.239, 4.542], [0.008, -0.378, 5.924], [1.228, -0.702, 6.477], [2.346, -0.898, 5.668], [2.216, -0.766, 4.302], [0.991, -0.437, 3.713], [0.908, -0.318, 2.239], [-0.199, 0.169, 1.723], [1.914, -0.675, 1.507], [1.564, -0.460, 0.175], [2.355, -0.922, -0.726], [2.129, -0.747, -2.132], [2.956, -1.414, -3.050], [2.748, -1.294, -4.403], [1.698, -0.486, -4.856], [0.888, 0.192, -3.972], [1.087, 0.075, -2.590], [0.323, 0.785, -1.768], [-1.289, 0.183, 3.115], [-0.870, -0.224, 6.538], [1.315, -0.800, 7.553], [3.303, -1.152, 6.103], [3.065, -0.915, 3.648], [3.237, -1.459, -0.383], [3.763, -2.031, -2.671], [3.381, -1.817, -5.106], [1.516, -0.393, -5.919], [0.081, 0.827, -4.313], [-1.411, -1.173, -0.449], [-2.706, -1.201, -0.194], [-3.325, -2.460, -0.123], [-4.677, -2.574, 0.107], [-5.474, -1.437, 0.280], [-4.879, -0.198, 0.219], [-3.506, -0.061, -0.018], [-2.881, 1.248, -0.078], [-1.585, 1.483, -0.129], [-1.387, 2.846, -0.154], [-2.594, 3.453, -0.109], [-3.527, 2.435, -0.062], [-2.698, -3.332, -0.253], [-5.124, -3.558, 0.163], [-6.535, -1.527, 0.466], [-5.497, 0.681, 0.370], [-0.402, 3.275, -0.206], [-2.872, 4.491, -0.105], [-4.523, 2.550, -0.039]],
  "lowdin_charge": [0.710, 0.069, -0.259, -0.016, -0.083, -0.094, -0.035, -0.077, -0.374, -0.104, 0.106, -0.044, -0.019, -0.141, -0.041, -0.091, -0.073, -0.004, -0.303, -0.120, 0.079, 0.117, 0.103, 0.098, 0.107, 0.139, 0.113, 0.100, 0.105, 0.118, -0.091, -0.302, -0.003, -0.078, -0.097, -0.044, -0.081, -0.222, 0.026, -0.071, -0.059, 0.126, 0.119, 0.105, 0.099, 0.102, 0.121, 0.114, 0.150]
}

=====

How do the records compare in relative energy (zero: lowest compared OMol25 entry of this formula, charge and spin)? In the order shown, they have 11.414; 0.359 eV.